{"formula": "C18H51NO19S5", "method": "wB97M-V/def2-TZVPD", "total_charge": 0, "e_lumo_ev": -0.09, "total_energy_ha": -4191.36434, "orbital_gap_ha": 0.346, "smiles": "CCOS(C)(=O)=O.CCOS(C)(=O)=O.CCOS(C)(=O)=O.CCOS(C)(=O)=O.CCOS(C)(=O)=O.C[N+](=O)[O-].CO.CO", "species": ["C", "C", "O", "S", "C", "O", "O", "H", "H", "H", "H", "H", "H", "H", "H", "C", "C", "O", "S", "C", "O", "O", "H", "H", "H", "H", "H", "H", "H", "H", "C", "C", "O", "S", "C", "O", "O", "H", "H", "H", "H", "H", "H", "H", "H", "C", "C", "O", "S", "C", "O", "O", "H", "H", "H", "H", "H", "H", "H", "H", "C", "C", "O", "S", "C", "O", "O", "H", "H", "H", "H", "H", "H", "H", "H", "C", "N", "O", "O", "H", "H", "H", "C", "O", "H", "H", "H", "H", "C", "O", "H", "H", "H", "H"], "xyz": [[1.200588, 18.297517, -2.645419], [1.289252, 19.560814, -3.618803], [2.087305, 20.397473, -2.804540], [2.077654, 21.931475, -3.235907], [3.692493, 21.988951, -3.970165], [1.043361, 22.180426, -4.275161], [1.998649, 22.618989, -1.996953], [2.070935, 17.677623, -2.430184], [0.439896, 17.569547, -2.927379], [0.927473, 18.672121, -1.658914], [1.881355, 19.301472, -4.496454], [0.300308, 19.858443, -3.967375], [3.979319, 21.048697, -4.441075], [4.492035, 22.110082, -3.239312], [3.717573, 22.724643, -4.774053], [0.152303, 24.626776, -11.471106], [0.680879, 24.642312, -10.025277], [0.080830, 23.538584, -9.310876], [0.961799, 22.653675, -8.253933], [-0.272585, 21.712238, -7.282919], [1.627994, 21.658514, -9.088944], [1.682791, 23.591891, -7.369699], [-0.441386, 25.512070, -11.698869], [-0.511930, 23.797906, -11.715778], [0.979003, 24.494896, -12.169150], [1.763397, 24.532526, -9.960510], [0.520005, 25.599551, -9.529385], [-0.707229, 20.981708, -7.965206], [-1.065009, 22.297218, -6.816053], [0.277936, 21.098969, -6.569517], [0.155025, 30.606390, -0.035606], [1.260256, 29.917872, -0.758986], [1.711386, 30.871867, -1.743133], [2.257597, 30.360744, -3.202984], [0.617024, 30.232498, -4.128339], [3.094223, 31.445297, -3.682910], [2.918560, 29.057971, -2.957104], [-0.441685, 29.858412, 0.486462], [-0.426193, 31.147307, -0.782401], [0.465691, 31.363942, 0.683919], [2.094671, 29.612394, -0.127688], [0.815491, 29.051481, -1.248534], [-0.151686, 29.929549, -3.417429], [0.624916, 29.406115, -4.839067], [0.430518, 31.184461, -4.625397], [8.965052, 30.860336, -7.761137], [7.633371, 30.220911, -7.408699], [7.586398, 29.615063, -6.155797], [6.501330, 28.373379, -5.876489], [4.968725, 29.305661, -5.367906], [6.140267, 27.772353, -7.107076], [7.098398, 27.565331, -4.775525], [9.261488, 30.741347, -8.803289], [9.729879, 30.246006, -7.286031], [9.091717, 31.907787, -7.487458], [6.805958, 30.928447, -7.462544], [7.545207, 29.439860, -8.163879], [5.282954, 30.129921, -4.727627], [4.427135, 28.522235, -4.837807], [4.506120, 29.659905, -6.289108], [-3.393142, 28.800323, -1.082488], [-2.020218, 27.986387, -1.056126], [-2.283666, 26.702874, -1.601477], [-1.283764, 26.095449, -2.737719], [0.061865, 25.659709, -1.533176], [-1.834610, 24.823682, -3.190260], [-0.871281, 27.127795, -3.654129], [-3.909663, 28.771862, -0.123063], [-4.007327, 28.508032, -1.934210], [-3.361879, 29.877973, -1.243051], [-1.191439, 28.434849, -1.603938], [-1.544345, 28.017838, -0.075993], [0.743887, 26.502070, -1.417539], [0.592719, 24.762576, -1.851695], [-0.339085, 25.564267, -0.524102], [3.009274, 27.901031, -8.179406], [2.160522, 29.139686, -7.810537], [2.656964, 30.266970, -7.881464], [1.111161, 28.855254, -7.181810], [2.258534, 27.189441, -8.523104], [3.519262, 27.637139, -7.252915], [3.765815, 28.199334, -8.905180], [4.805882, 23.637054, -7.443734], [4.511500, 25.008667, -7.492353], [4.049729, 22.986221, -7.882766], [5.690704, 23.485192, -8.061891], [5.074846, 23.308236, -6.439918], [3.977561, 25.152510, -6.707607], [1.633933, 26.363032, -5.540161], [2.608337, 25.331370, -5.673553], [0.761393, 26.055726, -4.963677], [2.187555, 27.208271, -5.131299], [1.321996, 26.654425, -6.543101], [2.241784, 24.751955, -6.345497]], "forces_ev_per_a": [[-0.93, 0.28, -0.31], [0.91, -4.12, 0.94], [-0.93, 1.46, -0.44], [-1.43, 0.12, -1.95], [0.70, 0.03, -0.57], [2.31, -0.71, 2.03], [0.27, 0.82, 0.22], [0.58, 0.56, -0.69], [-0.21, 0.22, -0.28], [-0.27, 0.17, -0.08], [-0.06, -0.03, -0.24], [0.18, 0.68, 0.70], [-0.74, -0.27, -0.05], [-0.40, 0.56, 0.25], [-0.08, 0.34, 0.41], [0.09, -0.09, 0.00], [0.62, -0.20, -0.32], [-0.32, -0.75, 1.61], [0.09, 0.35, -0.54], [0.05, -0.01, -0.88], [-0.14, 1.40, 1.57], [-1.23, -2.09, -1.98], [0.35, 0.16, -0.04], [0.03, -0.21, 0.61], [0.00, 0.41, -0.03], [0.10, -0.24, -0.39], [-0.66, -0.17, 0.23], [-0.05, 0.31, -0.30], [0.45, 0.25, -0.01], [0.29, 0.59, 0.17], [-0.42, 0.48, 0.54], [0.03, 0.05, -0.47], [0.66, -0.12, -1.29], [0.99, -0.88, 1.34], [1.09, -0.52, 0.47], [-1.48, -1.13, 0.12], [-1.81, 1.99, -0.85], [-0.19, 0.19, 0.05], [-0.38, -0.24, 0.08], [0.27, -0.14, 0.02], [0.00, -0.03, -0.15], [0.40, -0.21, -0.20], [0.14, 0.43, 0.27], [0.58, 0.19, -0.16], [0.08, -0.09, 0.26], [0.88, -0.28, 0.68], [-0.38, 0.12, -2.16], [-0.28, -1.71, 2.03], [1.17, 0.71, 2.95], [1.99, -0.85, 0.02], [0.16, -0.66, -1.10], [-1.59, 2.37, -2.70], [-0.70, 0.17, -0.24], [0.17, 0.24, 0.45], [-0.07, -0.14, 0.20], [-0.07, 0.07, -0.35], [-0.67, -0.01, -0.05], [-0.27, -0.21, 0.09], [-0.30, 0.38, 0.04], [0.03, -0.10, 0.15], [0.99, 0.16, -0.01], [-0.74, 2.07, -0.58], [-0.17, -0.78, -0.70], [0.90, -2.04, 1.96], [-0.04, 0.74, -0.46], [0.27, 2.38, 0.46], [-0.51, -0.40, 0.50], [-0.18, -0.75, -0.16], [-0.05, -0.65, 0.35], [1.06, 0.18, -0.04], [-0.52, 0.42, -0.78], [-0.66, -1.00, 0.54], [0.18, 0.05, -0.59], [-0.12, 0.11, -0.09], [-0.53, -0.49, -0.35], [-0.63, 1.34, -0.29], [0.08, -0.14, 2.25], [-0.98, -1.68, -0.32], [1.63, 1.13, -1.80], [0.57, -0.17, 0.08], [-0.25, -0.26, -0.12], [-0.30, -0.10, -0.04], [1.06, -0.26, -0.82], [0.00, -0.31, -0.24], [-0.36, 0.07, 0.22], [0.19, -0.06, 0.03], [-0.11, -0.08, 0.16], [-0.26, 0.77, 0.26], [0.68, 0.05, -0.62], [-0.15, 0.03, 0.65], [0.27, 0.13, 0.14], [-0.50, 0.14, 0.44], [-0.34, 0.04, 0.20], [-0.08, -0.50, 0.07]], "mulliken_charge": [-1.245, -0.126, -0.260, 1.173, -0.574, -0.504, -0.711, 0.321, 0.369, 0.327, 0.295, 0.286, 0.380, 0.432, -0.170, -1.310, 0.145, -0.392, 1.058, -0.833, -0.675, -0.446, 0.350, 0.359, 0.308, 0.283, 0.113, 0.422, 0.342, 0.066, -1.258, 0.666, -0.392, 1.266, -0.371, -0.645, -0.624, 0.303, 0.306, 0.379, 0.363, -0.491, 0.090, -0.012, 0.385, -1.260, -0.019, -0.349, 1.252, -0.901, -0.560, -0.665, 0.364, 0.343, 0.288, 0.287, 0.235, 0.627, 0.266, 0.119, -1.327, 1.068, -0.317, 1.080, -0.609, -0.617, -0.444, 0.323, 0.374, 0.358, -0.881, 0.312, 0.203, 0.098, 0.459, -0.084, 0.861, -0.544, -0.525, -0.067, -0.014, 0.306, -0.659, -0.398, 0.109, 0.305, 0.253, 0.495, -0.097, -0.623, 0.187, -0.091, 0.144, 0.583]}

---

{"formula": "CH6N2O3P", "method": "wB97M-V/def2-TZVPD", "total_charge": 1, "e_lumo_ev": [-5.95, -5.94], "total_energy_ha": -717.96256, "orbital_gap_ha": [0.298, 0.298], "species": ["C", "N", "N", "O", "O", "O", "P", "H", "H", "H", "H", "H", "H"], "xyz": [[1.035282, -1.048238, 0.789438], [-2.676605, -1.044381, 0.569629], [-0.967088, 1.107862, -1.479933], [-3.391787, -1.158913, -0.306052], [-1.536601, 1.876218, 0.700406], [0.240431, 0.141644, 0.917642], [-1.091668, 0.482448, 0.100429], [0.500195, -1.887158, 0.546184], [1.434567, -1.105320, 1.719522], [1.738700, -0.633426, 0.029551], [-1.701610, 1.806981, -1.599749], [-0.833868, 0.472884, -2.244779], [-1.955795, 1.868295, 1.597676]], "forces_ev_per_a": [[1.29, 3.43, -2.56], [-0.14, 0.38, -1.07], [-0.09, -0.99, 1.95], [0.57, 0.03, 0.81], [-0.93, -0.33, 1.41], [-2.92, 1.09, -0.88], [0.78, 0.92, -0.23], [-1.30, -2.03, -0.88], [1.67, -0.66, 2.53], [0.15, -1.67, 0.53], [0.34, -0.15, -0.33], [0.00, -0.11, -0.41], [0.58, 0.08, -0.88]], "nbo_charge": [-0.233, 0.234, -1.131, -0.075, -0.960, -0.775, 1.917, 0.187, 0.216, 0.215, 0.439, 0.423, 0.543]}

---

It is found that the relative energy (zero: lowest compared OMol25 entry of this formula, charge and spin) values, taken in the order of the records, are 1.9772; 0.5471 eV.